[1]
{
  "formula": "C35H35Cl2GaNO10",
  "method": "ωB97M-V/def2-TZVPD",
  "lumo_energy_ev": -0.765,
  "total_charge": -1,
  "species": ["H", "C", "C", "C", "C", "H", "C", "H", "C", "H", "N", "H", "Cl", "H", "H", "H", "O", "C", "H", "C", "C", "H", "O", "O", "H", "H", "C", "H", "C", "H", "H", "C", "C", "O", "H", "O", "C", "H", "C", "C", "C", "O", "C", "H", "Ga", "O", "O", "C", "C", "H", "H", "H", "H", "H", "H", "Cl", "H", "H", "H", "C", "C", "C", "C", "O", "H", "H", "O", "H", "C", "C", "H", "C", "C", "C", "C", "C", "C", "C", "H", "H", "C", "C", "H", "H"],
  "coordinates": [[2.397784, -3.961109, 2.372118], [-5.425105, 0.475172, -9.922674], [-3.904601, -1.725838, -2.124840], [5.452797, 1.285194, 2.499955], [5.618796, 2.506484, 9.257220], [-0.335575, -2.481938, 0.804459], [-0.815554, 4.405439, -0.203107], [5.434189, 4.453072, 10.243236], [-4.200375, -1.389574, -8.902716], [-0.701648, -0.740172, 0.608971], [4.423689, -2.024513, 3.009256], [1.375718, -2.088287, 2.200786], [5.021721, 3.608544, 0.972330], [6.450688, 1.693972, 2.261748], [5.407397, 1.046879, 3.567369], [-7.544414, 0.639931, -9.394176], [-3.938972, -0.782996, -1.365143], [-6.657923, 0.043479, -9.220013], [3.307478, 5.070178, 9.107789], [0.650226, -1.468793, -0.895750], [2.167298, -4.371161, 0.206538], [1.611473, 1.668272, 4.889924], [-3.787739, -4.897136, -4.694207], [-0.778672, 2.137065, 0.416052], [0.296989, 0.755051, 2.064868], [-1.090486, 6.397618, -0.868871], [4.975055, 1.594120, 8.285468], [-3.306878, 0.004489, -10.222938], [3.811309, 4.129822, 8.922064], [2.655740, -5.639031, 1.890779], [1.163407, -0.512207, -1.091042], [1.186839, -1.159826, 1.637491], [-3.337702, -3.030968, -1.708835], [-3.440463, 6.068490, -1.923805], [-3.119154, 1.808417, -0.627548], [2.468097, -3.110316, -0.363890], [-3.300329, -4.063165, -2.548943], [-2.890700, -5.024322, -2.265103], [3.163376, 3.216012, 7.946653], [-3.393097, 3.800079, -1.295403], [-6.661465, -1.020709, -8.421090], [2.127150, 3.521337, 7.401800], [2.817241, -4.589936, 1.575185], [0.163079, 4.548130, 0.238056], [2.289392, 0.852472, 3.677479], [3.545929, -0.344875, 4.517256], [-5.435543, -2.792664, -7.474254], [-5.432864, -1.820546, -8.201130], [-1.383187, 3.039635, -0.115224], [1.083129, -4.566011, 0.299295], [5.340928, 0.384947, 1.872365], [2.068867, -2.382343, -2.219724], [2.134443, -0.847479, 1.168263], [-0.015123, -0.400325, 3.349906], [2.589453, -5.145458, -0.475270], [2.059987, 3.576088, 1.894113], [3.357547, 1.261906, 6.958410], [-3.314059, -1.986354, -8.727963], [-2.959578, -3.095919, -0.695945], [3.917576, -1.328723, 3.791350], [1.499622, -2.686296, -1.316267], [4.423685, 2.322403, 2.054143], [-1.486760, 5.392884, -0.793675], [6.658007, 2.210231, 9.813609], [0.899735, -3.564681, -1.615307], [-4.836192, -0.653920, -3.791281], [-5.422732, 1.445571, -10.649255], [-4.764625, -2.583913, -5.361838], [-3.822293, -3.953807, -3.932463], [3.152835, 2.259444, 2.455342], [3.907570, -4.444463, 1.539474], [-4.426738, -1.615755, -3.508281], [-4.388851, -2.647384, -4.348414], [4.948078, 3.800134, 9.528975], [3.836816, 1.919980, 7.674723], [-2.826982, 5.167288, -1.385588], [0.775260, -0.050514, 2.656048], [0.102368, -1.496700, 0.555049], [-4.372585, 3.654027, -1.733368], [-7.550922, -1.350832, -7.899419], [-2.722707, 2.814436, -0.703794], [-4.196546, -0.325244, -9.701765], [-0.229503, -1.466872, -1.576490], [5.479876, 0.654381, 8.100894]],
  "atomic_forces_ev_per_a": [[0.2490, 0.0029, -0.4111], [0.0172, 0.1073, -0.0778], [0.0383, 0.0359, 0.0137], [0.4926, 0.6216, -1.1792], [0.1070, -0.1190, -0.0142], [0.0202, 0.3157, -0.3109], [0.0553, 0.2510, -0.0247], [0.0367, -0.0316, 0.0030], [0.0832, 0.0609, -0.0775], [0.2453, -0.3236, 0.0660], [-0.2941, -0.6793, 0.3515], [0.3086, 0.3854, -0.2573], [0.0511, -0.5071, 0.3272], [-0.3143, -0.2264, 0.2927], [-0.1944, 0.0257, -0.3359], [0.0277, 0.0293, -0.0238], [-0.0344, 0.1173, 0.0617], [-0.0737, -0.0747, 0.0825], [-0.0335, -0.0128, -0.0390], [-0.8571, -0.5361, 0.1445], [0.5868, -0.8846, 0.1506], [0.4238, -0.1633, 0.0632], [0.0016, 0.0304, 0.0361], [-0.0469, -0.0339, -0.1042], [0.3143, -0.0872, 0.3869], [-0.0356, 0.0100, -0.0164], [-0.0940, 0.0262, -0.0380], [-0.0247, 0.0366, -0.0106], [0.1220, 0.0423, 0.0924], [-0.0518, 0.3308, -0.2908], [0.0582, -0.4201, 0.2623], [-0.4807, 0.1109, 0.5178], [0.0441, -0.1599, -0.0047], [0.0123, -0.0375, 0.0081], [0.0444, -0.0208, 0.0109], [-0.6449, 0.0956, 0.4212], [0.0212, 0.0487, 0.1224], [0.0024, -0.0086, -0.0377], [-0.0856, -0.0480, -0.1298], [0.0330, -0.0589, 0.0256], [-0.0739, 0.0884, -0.0491], [0.0048, 0.0519, 0.1321], [0.1480, -0.1985, 0.1401], [-0.0122, -0.0711, -0.0110], [-1.9540, 1.0276, -0.1916], [0.0192, -1.1662, -0.1198], [-0.0403, 0.1023, -0.0738], [0.0055, -0.0975, 0.0247], [0.1135, -0.1124, 0.1041], [0.2251, 0.3478, -0.1617], [0.0162, 0.1292, 0.5112], [-0.2458, -0.2206, 0.2683], [-0.3548, -0.3485, -0.0312], [0.3867, -0.0009, -0.2206], [-0.3867, 0.1654, 0.1951], [0.2666, -0.7091, 0.4185], [-0.0499, 0.0841, -0.0516], [-0.0276, -0.0274, 0.0317], [0.0111, 0.0837, -0.0015], [0.7276, 1.5336, -0.1884], [0.6608, 0.3938, -0.6177], [-0.2827, -0.2002, 0.4997], [0.0451, -0.0962, 0.0407], [-0.0401, 0.0482, 0.0204], [-0.1508, 0.4186, 0.1733], [0.0143, 0.0194, 0.0447], [-0.0111, -0.0441, 0.0189], [0.0257, -0.1114, 0.0393], [0.0238, -0.0973, -0.0468], [0.4433, 0.4266, -0.3653], [-0.4370, 0.2066, 0.0157], [-0.0027, -0.0765, -0.0960], [-0.0457, 0.1523, -0.0164], [-0.0799, 0.1130, 0.0145], [0.0416, -0.1477, -0.0414], [-0.0231, 0.0953, -0.0311], [0.1118, -0.3376, -0.5869], [0.5732, 0.4454, 0.0820], [-0.0016, 0.0417, -0.0058], [0.0270, -0.0352, 0.0166], [-0.2809, -0.0520, -0.1211], [0.0578, -0.0981, 0.0576], [0.3992, 0.0083, 0.1217], [0.0222, 0.0139, 0.0012]],
  "lowdin_charge": [0.048, -0.387, -0.387, -0.132, -0.396, 0.098, 0.025, 0.116, 0.026, 0.091, 0.131, 0.074, 0.535, 0.058, 0.068, 0.122, 0.101, 0.021, 0.118, -0.178, -0.296, -0.028, 0.107, 0.110, 0.019, 0.119, 0.020, 0.123, 0.016, 0.070, 0.115, -0.274, 0.024, 0.083, 0.111, -0.155, 0.021, 0.121, -0.382, 0.013, 0.022, 0.108, -0.095, 0.071, 0.430, -0.149, 0.092, -0.379, -0.371, 0.109, 0.077, 0.116, 0.097, 0.046, 0.115, 0.518, 0.104, 0.125, 0.123, -0.511, -0.229, -0.803, 0.016, 0.086, 0.109, 0.119, 0.108, 0.088, -0.382, -0.671, 0.067, 0.023, 0.026, 0.008, 0.037, -0.396, -0.255, -0.196, 0.116, 0.122, 0.029, 0.022, 0.096, 0.122]
}



[2]
{
  "formula": "C3H2O3Yb",
  "method": "ωB97M-V/def2-TZVPD",
  "lumo_energy_ev": -9.984,
  "total_charge": 2,
  "species": ["O", "O", "C", "H", "C", "C", "O", "Yb", "H"],
  "coordinates": [[2.239244, -1.029267, 0.308802], [-2.734422, -0.060449, 0.800324], [-0.690139, 0.362666, -0.241392], [3.158544, -0.732986, 0.445670], [1.435166, -0.083739, 0.195340], [-2.098465, -0.092137, -0.210831], [0.169523, -0.606375, -0.079386], [0.857374, 2.372541, 0.117683], [-2.336822, -0.130251, -1.336212]],
  "atomic_forces_ev_per_a": [[-0.0461, -0.3428, -0.0773], [0.0903, -0.4014, -0.5761], [0.4251, 0.0844, 1.3397], [0.1343, -0.1659, 0.1788], [0.1980, -0.0681, -0.4357], [0.2225, 1.0949, -1.7951], [0.3692, -0.1781, 0.2766], [-0.1882, 0.6799, -0.0375], [-1.2050, -0.7029, 1.1266]],
  "lowdin_charge": [0.248, 0.169, -0.066, 0.185, -0.209, -0.227, 0.037, 1.690, 0.174]
}



[3]
{
  "formula": "C6H12O",
  "method": "ωB97M-V/def2-TZVPD",
  "smiles": "C[C@@H]1C[C@@H]1[C@@H](C)O",
  "lumo_energy_ev": 0.979,
  "species": ["H", "C", "C", "H", "H", "C", "C", "H", "H", "O", "H", "H", "H", "C", "H", "H", "H", "H", "C"],
  "coordinates": [[3.088682, -0.505135, 0.519671], [-2.081790, 0.932447, -0.007566], [2.017416, -0.476989, 0.747550], [1.855603, -1.205016, 1.558470], [1.776977, 0.511553, 1.143289], [0.499334, 0.733779, -1.296346], [-1.020145, 0.051003, 0.596655], [-0.728336, -0.974067, -1.350972], [-2.969659, 0.342300, -0.295595], [-1.441932, -1.098937, 1.299185], [-1.416577, 1.355325, -0.881060], [1.462783, -1.771326, -0.910573], [-0.664523, -1.679661, 1.289172], [1.187385, -0.789623, -0.477720], [0.521953, 0.850661, -2.374504], [-2.386092, 1.791621, 0.591246], [-0.382158, 0.687576, 1.233058], [0.880469, 1.606693, -0.768370], [-0.199389, -0.362205, -0.615589]],
  "atomic_forces_ev_per_a": [[-0.2024, 0.0769, -0.0101], [0.4798, 0.7114, -0.9364], [-0.0287, 0.1642, 0.0293], [-0.0694, 0.0879, -0.1894], [0.1388, -0.0869, 0.0489], [2.6965, -1.8314, 0.1045], [0.5214, 0.2040, -0.5119], [-0.3336, 0.0257, 0.4074], [0.4835, 0.3864, -0.2909], [-0.0108, -0.0628, 0.0755], [-2.4384, -0.3172, 1.1978], [-0.0511, 1.0818, -0.5574], [-0.4162, 0.0227, 0.1891], [0.3236, 0.9145, -0.6155], [-0.0412, -0.3981, 0.1231], [-0.0930, -0.2437, 0.1910], [-0.0646, -0.2356, -0.0073], [-0.1828, -0.3624, 0.2184], [-0.7114, -0.1374, 0.5337]],
  "lowdin_charge": [0.074, -0.041, -0.105, 0.079, 0.068, 0.004, -0.437, 0.160, 0.094, -0.015, 0.097, 0.123, 0.090, -0.164, 0.081, 0.072, 0.139, 0.095, -0.415]
}



| no. | gap between HOMO and LUMO (eV) |
| --- | --- |
| 1 | 4.6437 |
| 2 | 8.0364 |
| 3 | 9.7029 |